# 1
Density functional theory data (wB97M-V/def2-TZVPD) for C2H2O2PSm as an isolated structure.

The value obtained for the energy above the lowest of the compared OMol25 structures with the same formula, charge and spin is 0.00 kcal per mole. As for the HOMO energy (spin up / spin down): -0.44519 / -0.46819 Eh.

Structure (ORCA input):
```
! wB97M-V def2-TZVPD RIJCOSX def2/J DEFGRID3
* xyz 1 7
P 1.3434 1.7741 -0.4489
O 0.2563 1.7185 -1.5410
C -0.0904 -1.4080 0.5365
H 0.7207 -1.7796 1.1735
H -0.8898 -2.1309 0.3624
C -0.3473 -0.0925 0.4079
O 0.8441 0.6925 0.6383
Sm -1.8369 1.2258 -1.1287
*
```

---

# 2
Density functional theory data (wB97M-V/def2-TZVPD) for C2H2O2Pd as an isolated structure.

The value obtained for the energy above the lowest of the compared OMol25 structures with the same formula, charge and spin is 0.00 kcal per mole. As for the HOMO energy (spin up / spin down): -0.27900 / -0.31785 Eh.

Structure (ORCA input):
```
! wB97M-V def2-TZVPD RIJCOSX def2/J DEFGRID3
* xyz 0 3
H 1.0188 1.1241 0.1222
O -1.0361 0.1987 0.8389
C 0.3175 0.1505 0.5954
C 0.7448 -0.1937 -0.7668
O -0.2286 -0.4557 -1.5862
H 0.9580 -0.3546 1.3484
Pd -1.7746 -0.4693 -0.5519
*
```

---

# 3
Density functional theory data (wB97M-V/def2-TZVPD) for C2H2O2Ru as an isolated structure.

The value obtained for the energy above the lowest of the compared OMol25 structures with the same formula, charge and spin is 81.21 kcal per mole. As for the HOMO energy (spin up / spin down): -0.74862 / -0.75623 Eh.

Structure (ORCA input):
```
! wB97M-V def2-TZVPD RIJCOSX def2/J DEFGRID3
* xyz 2 7
C -0.8132 0.4525 -0.0955
C -0.8506 1.6454 0.0876
O 3.0703 -0.9270 0.0349
Ru 1.3550 -1.6413 -0.1270
H -1.0245 2.7061 0.1278
O -0.4842 -0.8302 -0.0931
H -1.2530 -1.4055 0.0653
*
```

---

# 4
Density functional theory data (wB97M-V/def2-TZVPD) for one molecule with the formula C2H2O2S.

The value obtained for the energy above the lowest of the compared OMol25 structures with the same formula, charge and spin is 79.47 kcal per mole. As for the HOMO energy (spin up / spin down): -0.32087 / -0.32089 Eh.

Structure (ORCA input):
```
! wB97M-V def2-TZVPD RIJCOSX def2/J DEFGRID3
* xyz 0 1
C 0.0918 0.0711 0.1880
C -0.0340 -0.1834 -1.2156
O 0.1378 0.3452 2.9209
O -1.1195 -0.2915 -0.2629
S 0.9741 0.4186 1.7120
H -0.2762 0.7022 -1.7565
H 0.2261 -1.0622 -1.5860
*
```

---

# 5
Density functional theory data (wB97M-V/def2-TZVPD) for C2H2O2S as an isolated structure.

The value obtained for the energy above the lowest of the compared OMol25 structures with the same formula, charge and spin is 153.48 kcal per mole. As for the HOMO energy: -0.34377 Eh.

Structure (ORCA input):
```
! wB97M-V def2-TZVPD RIJCOSX def2/J DEFGRID3
* xyz 0 1
C -0.2269 -0.1559 -0.0290
C -0.5709 -0.9633 1.0880
O -2.5298 0.8966 0.9924
O -1.3437 -2.0665 1.4565
S -2.3069 -0.3691 0.4020
H -0.2944 -0.6210 -1.0329
H 0.0195 -0.6640 2.0456
*
```

---

# 6
Density functional theory data (wB97M-V/def2-TZVPD) for one molecule with the formula C2H2O2S.

The value obtained for the energy above the lowest of the compared OMol25 structures with the same formula, charge and spin is 43.20 kcal per mole. As for the HOMO energy: -0.37586 Eh.

Structure (ORCA input):
```
! wB97M-V def2-TZVPD RIJCOSX def2/J DEFGRID3
* xyz 0 1
C -0.8514 -0.4145 -0.2457
C -0.0007 0.6879 0.0433
O 2.1945 -0.6777 -0.0319
O -1.6050 -0.8758 0.5672
S 1.6226 0.6012 0.3376
H -0.9256 -0.8416 -1.1675
H -0.4344 1.5207 0.4970
*
```

---

no.,energy (eV)
1,-33386.307
2,-9673.365
3,-8752.301
4,-17032.579
5,-17029.369
6,-17034.151